Entry 1:
56
Properties=species:S:1:pos:R:3 method="wB97M-V/def2-TZVPD" gap_ev=9.591 lumo_energy_ev=-2.755 charge=+1 max_force_ev_per_a=0.7
C 4.5736 -2.2274 2.4928
C 4.1967 -2.3924 1.0233
O 2.8597 -1.9269 0.7661
B 2.5591 -0.6278 0.6506
O 3.4639 0.3546 0.2624
C 1.0324 -0.2511 0.9081
C 0.0567 -0.7162 -0.2190
C -0.6429 0.5544 -0.7704
C -2.1208 0.7345 -0.3610
C -2.4047 1.6579 0.8322
C -2.2472 1.0010 2.2222
C -3.5427 0.4953 2.8650
C -4.3093 -0.5282 2.0452
O -3.6625 -1.8043 2.2300
C -3.4000 -2.5569 1.1413
C -2.4998 -3.7090 1.4840
O -3.8487 -2.3267 0.0487
C 0.3427 1.6452 -0.3909
N 0.7884 1.2311 0.9864
H 5.5989 -1.8730 2.5923
H 3.9143 -1.5140 2.9898
H 4.5011 -3.1682 3.0351
H 4.2036 -3.4406 0.7356
H 4.8972 -1.8776 0.3652
H 3.9932 0.7615 0.9569
H 0.7259 -0.7233 1.8429
H -0.6610 -1.4423 0.1567
H 0.6148 -1.1992 -1.0198
H -0.5839 0.5003 -1.8564
H -2.6806 1.0757 -1.2311
H -2.5053 -0.2560 -0.1255
H -3.4284 2.0280 0.7459
H -1.7802 2.5545 0.7808
H -1.5238 0.1729 2.1914
H -1.8295 1.7448 2.9108
H -4.1970 1.3385 3.0938
H -3.2905 0.0139 3.8123
H -5.3342 -0.6180 2.4032
H -4.3361 -0.2912 0.9846
H -2.1585 -4.1737 0.5629
H -1.6576 -3.3847 2.0925
H -3.0659 -4.4499 2.0491
H 0.0128 2.6804 -0.3815
H 1.2154 1.5620 -1.0353
H 0.0101 1.3720 1.6359
H 1.5567 1.7902 1.3527
C 2.8328 2.6470 -4.6551
C 1.4718 2.0564 -4.4058
O 1.1113 1.7384 -3.2900
C 0.5783 1.8769 -5.6022
H 3.3848 2.7263 -3.7221
H 3.3872 2.0203 -5.3557
H 2.7327 3.6349 -5.1078
H 1.0613 1.2256 -6.3326
H 0.4054 2.8398 -6.0856
H -0.3720 1.4443 -5.3004

---

Entry 2:
21
Properties=species:S:1:pos:R:3 method="wB97M-V/def2-TZVPD" gap_ev=8.772 lumo_energy_ev=-3.322 charge=+1 max_force_ev_per_a=1.9
C 1.3681 1.3424 0.1081
C 0.4092 1.6479 -1.0283
C -0.1895 0.4303 -1.7248
S -1.6221 -0.4034 -0.9476
C -0.9644 -1.7642 0.1556
N 0.7138 1.0360 1.4089
H 2.0457 0.5369 -0.1810
H 2.0414 2.2022 0.2191
H 1.0122 2.1162 -1.8049
H -0.3628 2.3422 -0.6897
H 0.5464 -0.2903 -2.0942
H -0.6705 0.6665 -2.6779
H 0.1149 -1.6780 0.0329
H -1.4703 -2.6696 -0.1545
H -1.2337 -1.5043 1.1766
H -0.2944 0.9531 1.2320
H 0.9783 0.2339 2.0551
H 0.8448 1.8065 2.0695
H 2.2951 -1.3133 2.1389
H 1.2087 -2.2356 2.6305
O 1.3393 -1.4105 2.1640

---

Entry 3:
17
Properties=species:S:1:pos:R:3 method="wB97M-V/def2-TZVPD" gap_ev="11.041 / 6.863" lumo_energy_ev="0.847 / -3.312" max_force_ev_per_a=2.0 spin_multiplicity=2
H 1.2745 0.7111 -0.6275
C -1.5572 -0.5821 1.1923
O -0.9001 -0.1195 0.0333
C -0.7892 1.2907 -0.0387
C 0.3073 1.6528 -0.9957
H -2.5938 -0.2088 1.2090
H -1.5720 -1.6756 1.1533
H -1.0201 -0.2498 2.0942
H -0.5593 1.7179 0.9541
H -1.7759 1.6735 -0.3656
H 0.6743 2.6746 -0.8583
H 0.0886 1.3740 -2.0318
C 1.6727 -1.6075 -0.3315
F 0.9447 -2.4800 0.3992
F 2.9279 -2.0874 -0.3676
F 1.1884 -1.6875 -1.5878
O 1.6894 -0.3964 0.1691

---

Entry 4:
10
Properties=species:S:1:pos:R:3 method="wB97M-V/def2-TZVPD" gap_ev=9.449 lumo_energy_ev=0.551 smiles="Nc1coc(=O)o1" max_force_ev_per_a=3.7
N -1.7163 0.8111 0.1052
C -0.5261 0.1193 0.1212
C -0.0473 -1.1506 0.1324
O 1.3423 -1.1150 -0.0325
C 1.7291 0.1585 0.0550
O 2.8774 0.4296 0.0889
O 0.6094 0.9414 0.0844
H -2.2902 0.2142 -0.4752
H -1.3615 1.6124 -0.4225
H -0.6167 -2.0210 0.3429

---

Entry 5:
29
Properties=species:S:1:pos:R:3 method="wB97M-V/def2-TZVPD" gap_ev=9.196 lumo_energy_ev=-3.070 charge=+1 max_force_ev_per_a=5.6
C 0.3101 1.9921 -1.7144
N -0.3127 0.7200 -1.4328
C -0.4388 0.2273 -0.0603
C -0.0727 0.9022 1.0774
C 1.3315 1.5900 1.1810
C 2.3457 0.7661 0.8915
C 2.3111 -0.5802 0.4266
C 1.7605 -1.0645 -0.6694
O 1.3987 -2.3100 -1.0430
N -1.6600 -0.5704 -0.0025
C -1.2751 -1.8593 0.4730
C -2.8576 -0.0181 0.8259
H 0.0864 2.7232 -0.8303
H 1.4446 2.1678 -1.6073
H -0.0824 2.5327 -2.6043
H -0.0243 -0.0187 -2.0412
H -0.7218 0.8361 1.9162
H 1.3903 2.6214 1.4741
H 3.3420 1.0571 1.1405
H 2.6287 -1.3951 1.0953
H 1.8444 -0.4177 -1.5675
H 1.8895 -3.0872 -0.8224
H -1.9737 -0.7964 -0.9539
H -0.7739 -2.4657 -0.3138
H -0.5551 -1.7606 1.2713
H -2.1591 -2.3580 0.7348
H -3.6584 0.2292 0.2586
H -3.1769 -0.6401 1.6942
H -2.3410 0.9769 1.2027

---

Entry 6:
28
Properties=species:S:1:pos:R:3 method="wB97M-V/def2-TZVPD" gap_ev=8.030 lumo_energy_ev=0.083 max_force_ev_per_a=3.9
H -0.9278 3.6071 0.1410
N -0.7480 2.5824 0.1301
C -1.7904 1.9590 0.4823
C -1.9695 0.5428 0.4839
C -3.1957 -0.0364 0.8100
C -3.3448 -1.4172 0.8872
C -2.3735 -2.2324 0.3207
C -1.1515 -1.7124 -0.0850
O -0.4130 -2.6365 -0.6702
C 0.7763 -2.2761 -1.3119
C -1.0392 -0.2872 -0.0975
H -2.7075 2.6483 0.7571
H -4.0152 0.6254 0.9323
H -4.2987 -1.9413 1.1564
H -2.5285 -3.2491 0.3880
H 1.2772 -3.1440 -1.3235
H 1.5607 -1.5622 -0.9444
H 0.4645 -1.9074 -2.2375
H -0.1089 0.1433 -0.3843
N 1.9985 1.5879 -0.5077
C 2.6740 1.2978 0.6906
N 3.5705 0.3932 0.6460
O 3.7918 -0.4101 -0.3113
O 4.5593 0.3792 1.6310
H 0.9768 1.8054 -0.4738
H 2.3414 1.0670 -1.2962
H 2.4605 1.9303 1.6273
H 5.0728 -0.3896 1.4488

---

Entry 7:
71
Properties=species:S:1:pos:R:3 method="wB97M-V/def2-TZVPD" gap_ev=8.401 lumo_energy_ev=0.482 smiles="COc1cc2[nH]c(=O)n(Cc3ccc(C(=O)N4CCC(N5CCCCC5)CC4)cc3)c(=O)c2cc1OC" max_force_ev_per_a=0.7
C -8.7915 0.2330 -2.2439
O -8.2564 1.1137 -1.2853
C -7.1072 0.7745 -0.6359
C -6.4478 -0.4261 -0.8595
C -5.2858 -0.7525 -0.1689
N -4.6352 -1.9461 -0.3795
C -3.4887 -2.3320 0.2649
O -2.9767 -3.4066 0.0425
N -2.9840 -1.4282 1.1778
C -1.7356 -1.8007 1.8461
C -0.5522 -1.3604 1.0252
C -0.0445 -0.0748 1.1637
C 1.0155 0.3449 0.3807
C 1.5905 -0.5208 -0.5410
C 2.6908 -0.0336 -1.4327
O 2.4884 0.8291 -2.2691
N 3.8949 -0.6341 -1.2832
C 4.2678 -1.4996 -0.1903
C 5.2955 -0.8052 0.7057
C 6.5292 -0.3927 -0.1143
N 7.5583 0.1139 0.7680
C 7.4116 1.4380 1.3329
C 8.0549 2.5625 0.5073
C 9.5175 2.2337 0.2232
C 9.6133 0.8664 -0.4467
C 8.9362 -0.1806 0.4460
C 6.0563 0.5205 -1.2590
C 5.0114 -0.2114 -2.1008
C 1.0712 -1.8023 -0.6925
C 0.0053 -2.2171 0.0841
C -3.5395 -0.1921 1.4951
O -3.0239 0.5255 2.3252
C -4.7636 0.1385 0.7671
C -5.4194 1.3465 0.9864
C -6.5777 1.6900 0.3092
O -7.0931 2.8979 0.6583
C -8.1632 3.4879 -0.0462
H -9.0732 -0.7257 -1.7977
H -8.0944 0.0646 -3.0704
H -9.6843 0.7282 -2.6227
H -6.8333 -1.1345 -1.5750
H -5.0016 -2.6062 -1.0516
H -1.7368 -1.3042 2.8184
H -1.7400 -2.8856 1.9655
H -0.4926 0.5985 1.8788
H 1.4029 1.3480 0.4798
H 3.3827 -1.7648 0.3886
H 4.7035 -2.4175 -0.6048
H 5.6016 -1.4752 1.5089
H 4.8344 0.0755 1.1546
H 6.9399 -1.3054 -0.5652
H 6.3524 1.6458 1.4859
H 7.8932 1.4193 2.3194
H 7.5240 2.6890 -0.4367
H 7.9790 3.4990 1.0634
H 9.9620 3.0029 -0.4123
H 10.0738 2.2112 1.1639
H 9.1236 0.8974 -1.4220
H 10.6577 0.5900 -0.6025
H 8.9883 -1.1674 -0.0190
H 9.4851 -0.2281 1.3956
H 5.6052 1.4260 -0.8509
H 6.8928 0.8027 -1.8988
H 4.6159 0.4429 -2.8802
H 5.4595 -1.0974 -2.5667
H 1.4993 -2.4694 -1.4269
H -0.4085 -3.2060 -0.0442
H -5.0142 2.0377 1.7075
H -7.9387 3.5943 -1.1096
H -9.0907 2.9245 0.0747
H -8.2792 4.4759 0.3990

---

Entry 8:
14
Properties=species:S:1:pos:R:3 method="wB97M-V/def2-TZVPD" gap_ev=10.729 lumo_energy_ev=0.982 smiles="C[C@@H]1C[C@@H]1C=O" max_force_ev_per_a=3.4
C -1.3264 1.0991 -1.0347
C 0.1204 0.7746 -1.0173
C 0.5993 -0.6313 -1.3163
C 0.7297 -0.1652 0.0724
C -0.0919 -0.6820 1.2140
O 0.2235 -0.5355 2.3769
H -1.6802 1.7599 -1.9529
H -1.8450 0.0502 -1.1071
H -1.5226 1.6760 -0.0197
H 0.7927 1.5329 -1.3306
H 1.6292 -0.5477 -1.8565
H -0.0337 -1.4749 -1.6519
H 1.6895 0.1165 0.4454
H -1.0048 -1.2002 0.9495

---

Entry 9:
27
Properties=species:S:1:pos:R:3 method="wB97M-V/def2-TZVPD" gap_ev="7.809 / 7.807" lumo_energy_ev="0.357 / 0.355" max_force_ev_per_a=4.2
C 2.0646 1.7053 -0.1762
C -2.0282 -0.8105 1.2971
C -1.7747 -1.1917 -1.1287
C 1.3404 0.8244 2.1973
C 1.9953 -0.9283 -1.4479
C -1.1129 -0.6695 0.1111
C -0.7607 0.8172 -0.0153
C 1.5606 0.7764 0.7265
N 2.0974 2.4280 -1.0861
N -0.5531 1.5086 -1.2258
S 2.0121 -0.9548 0.4097
H -3.0176 -0.4647 1.0731
H -2.0867 -1.8488 1.4619
H -1.6503 -0.3018 2.1251
H -2.8114 -0.7539 -1.2226
H -1.2967 -0.9927 -2.1078
H -1.9519 -2.2406 -1.2004
H 2.1766 0.7696 2.8313
H 0.6942 -0.0107 2.3720
H 0.7113 1.7104 2.5376
H 1.1100 -0.3358 -1.8201
H 1.9593 -1.9456 -1.6611
H 2.8952 -0.4957 -1.8322
H -0.2267 -1.1669 0.2904
H -1.1856 1.5120 0.7240
H -0.3295 0.9039 -2.0197
H 0.1691 2.1563 -1.2132

---

Entry 10:
18
Properties=species:S:1:pos:R:3 method="wB97M-V/def2-TZVPD" gap_ev=10.209 lumo_energy_ev=0.858 smiles=NCN.NCN max_force_ev_per_a=2.3
N 0.4650 -0.1374 -3.6458
C -0.1664 -0.0084 -2.3710
N -1.0750 1.2141 -2.4225
H -0.1929 -0.3555 -4.3751
H 0.8133 0.7502 -4.0007
H -0.7600 -0.8710 -2.0414
H 0.5311 0.0906 -1.5057
H -1.7748 1.1963 -1.6874
H -0.5346 1.9656 -1.9960
N 1.0693 -0.7983 3.7775
C 0.5401 0.0982 2.6579
N -0.6337 -0.3290 1.8672
H 0.4402 -0.7396 4.5710
H 1.0219 -1.7312 3.4035
H 0.0100 1.0514 3.0333
H 1.4104 0.3053 2.0334
H -1.4678 -0.3386 2.4636
H -0.5897 -1.2663 1.4588

---

Entry 11:
13
Properties=species:S:1:pos:R:3 method="wB97M-V/def2-TZVPD" gap_ev="8.294 / 5.763" lumo_energy_ev="-1.093 / -1.993" max_force_ev_per_a=3.2
C -0.0814 -0.7610 0.0552
C 0.6884 0.3204 -0.6342
C 1.5284 0.9285 0.4744
P -3.1881 -0.9846 -0.8096
S -1.2478 -1.6415 -1.0808
S -0.4612 1.6412 -1.1113
Cl -3.4296 -0.5500 1.1643
H 0.6923 -1.4769 0.2518
H -0.7480 -0.4002 0.7466
H 1.0192 -0.1611 -1.5640
H 1.6721 2.0161 0.4684
H 2.5195 0.4281 0.6207
H 1.0362 0.6410 1.4186

---

Entry 12:
12
Properties=species:S:1:pos:R:3 method="wB97M-V/def2-TZVPD" gap_ev=10.104 lumo_energy_ev=0.898 max_force_ev_per_a=1.2
O -1.5878 2.9854 -0.0172
C -0.7309 2.2459 -0.0593
C -1.1839 -0.8263 -0.6877
C -0.5139 -0.8269 0.4648
C 1.8007 -0.2221 -0.1188
C 0.7729 -0.1591 0.7271
H -2.0846 -1.4215 -0.8023
H -0.8893 -0.2275 -1.5471
H -0.9522 -1.3575 1.3085
H 1.7194 -0.7412 -1.0708
H 2.7648 0.2124 0.1078
H 0.8847 0.3385 1.6949